(1)
Here is a molecular structure, C20H23Cl5O4P2Ta from OMol25. Energies are from ωB97M-V/def2-TZVPD.

Structure (ORCA input):
```
! RIJCOSX wB97M-V def2-TZVPD def2/J DEFGRID3
* xyz 3 1
Ta 0.82 -0.06 0.23
Cl 3.38 -6.60 -1.63
C 2.52 -5.26 -1.06
C 3.02 -3.97 -1.31
Cl 4.46 -3.71 -2.18
C 2.30 -2.90 -0.82
Cl 2.81 -1.25 -1.02
C 1.11 -3.05 -0.10
O 0.49 -1.92 0.31
C 0.62 -4.33 0.14
Cl -0.83 -4.51 1.03
C 1.33 -5.43 -0.33
Cl 0.74 -7.00 -0.04
C -1.89 0.88 2.59
P -1.71 0.20 0.93
C -2.60 -1.36 0.91
C -2.48 1.30 -0.26
C -3.63 2.01 0.05
C -4.26 2.78 -0.92
C -3.74 2.84 -2.20
C -2.58 2.15 -2.53
C -1.95 1.38 -1.56
P -0.44 0.48 -1.97
C 0.59 1.53 -3.01
C -0.84 -1.01 -2.93
H -1.51 1.90 2.62
H -1.35 0.26 3.31
H -2.95 0.88 2.87
H -2.23 -2.02 1.70
H -2.49 -1.87 -0.05
H -3.66 -1.16 1.09
H -4.06 1.97 1.05
H -5.16 3.33 -0.67
H -4.23 3.44 -2.96
H -2.19 2.22 -3.53
H 0.74 2.49 -2.53
H 0.10 1.69 -3.97
H 1.55 1.05 -3.20
H 0.08 -1.49 -3.27
H -1.43 -0.72 -3.80
H -1.42 -1.71 -2.33
C 1.66 2.73 3.24
C 2.30 1.89 2.18
C 3.80 1.79 2.24
O 1.69 0.45 2.20
C 1.69 2.04 0.77
O 0.44 2.11 0.65
O 2.27 1.34 -0.16
H 1.91 2.36 4.23
H 0.58 2.78 3.13
H 2.06 3.75 3.16
H 4.11 1.49 3.24
H 4.22 2.78 2.05
H 4.20 1.10 1.50
H 2.04 -0.09 2.93
*
```

The molecular weight is 747.6 g mol⁻¹. As for the lowest unoccupied orbital energy: -11.6 eV. For the relative energy (zero: lowest compared OMol25 entry of this formula, charge and spin), the calculation gives 7.1 kcal per mole. Its HOMO energy is -0.6257 hartree. For the largest force on an atom, the calculation gives 0.7 eV Å⁻¹.


(2)
Here is a molecular structure, C12H24CuN4OSV in a non-equilibrium geometry from OMol25. Energies are from ωB97M-V/def2-TZVPD.

Structure (ORCA input):
```
! RIJCOSX wB97M-V def2-TZVPD def2/J DEFGRID3
* xyz 2 1
N -1.45 -0.38 1.17
C -3.74 -2.01 2.44
O -4.63 -2.69 2.12
Cu -2.33 -1.02 2.70
V 0.12 0.08 1.25
N 0.10 1.75 0.43
N 1.12 -0.85 -0.04
C -0.49 2.18 -0.85
C 0.63 -2.10 -0.64
C -0.74 3.68 -0.89
C 0.48 1.84 -1.98
C -1.80 1.44 -1.14
C 0.28 -3.06 0.49
C 1.70 -2.67 -1.56
C -0.62 -1.89 -1.49
H -1.54 3.98 -0.20
H -1.01 4.03 -1.90
H 0.17 4.22 -0.61
H 1.38 2.47 -1.89
H 0.01 2.05 -2.94
H 0.78 0.78 -1.95
H -1.65 0.36 -1.27
H -2.25 1.82 -2.06
H -2.49 1.56 -0.30
H 1.13 -3.20 1.17
H -0.07 -4.00 0.06
H -0.54 -2.64 1.08
H 2.61 -2.96 -1.02
H 1.99 -1.92 -2.31
H 1.34 -3.55 -2.11
H -0.81 -2.82 -2.06
H -0.49 -1.03 -2.17
H -1.48 -1.69 -0.84
C 0.84 2.63 1.31
H 0.97 2.10 2.28
H 1.85 2.90 0.95
H 0.28 3.55 1.54
C 2.56 -0.68 0.18
H 2.72 0.15 0.88
H 3.04 -1.57 0.67
H 3.11 -0.40 -0.74
S 0.95 -0.52 3.44
C -0.47 -0.09 4.18
N -1.55 0.19 4.61
*
```

The molecular weight is 386.9 g mol⁻¹. As for the lowest unoccupied orbital energy (spin up / spin down): -11.7 / -11.7 eV. For the relative energy (zero: lowest compared OMol25 entry of this formula, charge and spin), the calculation gives 64.6 kcal per mole. Its HOMO energy (spin up / spin down) is -0.6011 / -0.6012 hartree. For the largest force on an atom, the calculation gives 8.1 eV Å⁻¹.


(3)
Here is 2 unconnected molecules or ions with the total composition C14H19N in a non-equilibrium geometry from OMol25. Energies are from ωB97M-V/def2-TZVPD.

Structure (ORCA input):
```
! RIJCOSX wB97M-V def2-TZVPD def2/J DEFGRID3
* xyz 0 1
C 0.19 2.61 2.55
C 0.21 1.87 1.62
C 3.54 -1.41 -0.78
C 3.15 -0.12 -1.04
C 2.78 -2.21 0.11
C 1.98 0.43 -0.46
C 1.62 -1.69 0.56
C 1.25 -0.34 0.38
C -2.37 0.06 2.21
C -0.45 0.64 -2.50
C -1.32 -1.33 -0.46
C -2.36 0.61 0.82
C -1.05 1.16 -1.19
C -1.16 0.14 -0.06
N 0.02 0.05 0.75
H 0.23 3.45 3.23
H 4.26 -1.93 -1.33
H 3.75 0.47 -1.70
H 3.11 -3.20 0.30
H 1.79 1.47 -0.74
H 0.89 -2.27 1.13
H -2.94 0.60 2.90
H -1.38 -0.03 2.65
H -2.74 -0.97 2.16
H -1.10 -0.11 -2.72
H -0.52 1.42 -3.23
H 0.59 0.24 -2.30
H -0.41 -1.75 -0.81
H -1.49 -1.87 0.37
H -2.14 -1.53 -1.27
H -2.17 1.69 0.86
H -3.23 0.39 0.32
H -0.52 1.94 -0.70
H -2.02 1.50 -1.64
*
```

The molecular weight is 201.3 g mol⁻¹. As for the lowest unoccupied orbital energy: -0.4 eV. For the relative energy (zero: lowest compared OMol25 entry of this formula, charge and spin), the calculation gives 138.5 kcal per mole. Its HOMO energy is -0.3216 hartree. For the largest force on an atom, the calculation gives 6.5 eV Å⁻¹.